# 1
# C32H29IIrN3O

A structure of composition C32H29IIrN3O (ωB97M-V/def2-TZVPD, OMol25).

spin multiplicity = 2
HOMO (alpha / beta) = -10.189 / -10.190 eV
energy above the lowest of the compared OMol25 structures with the same formula, charge and spin = 0.0 kcal per mole
charge = +1
orbital gap (alpha / beta) = 7.46 / 6.94 eV
electronic energy = -51106.64191 eV

CARTESIAN COORDINATES (ANGSTROEM)
Ir1 -0.82960 -0.07302 0.34744
I1 -3.60035 -0.66339 -0.06916
C1 -3.14923 -0.31813 -2.09425
C2 -4.21772 -0.26897 -2.94094
C3 -4.00263 -0.11514 -4.32540
C4 -2.72885 -0.05693 -4.80252
C5 -1.61076 -0.11943 -3.93327
C6 -0.30164 -0.10664 -4.47504
C7 0.77426 -0.21797 -3.64836
C8 0.58748 -0.26697 -2.25055
C9 -0.65020 -0.21131 -1.64941
C10 -1.79486 -0.21197 -2.52379
H1 -5.22620 -0.36244 -2.56136
H2 -4.85076 -0.06946 -4.99464
H3 -2.54494 0.02977 -5.86624
H4 -0.18165 -0.03093 -5.54826
H5 1.77917 -0.24470 -4.05134
H6 1.47344 -0.33709 -1.62861
O1 -1.25061 -0.29600 2.59939
C11 -0.91321 -1.60311 3.06211
C12 -0.79165 -2.57641 1.91823
C13 -0.80939 -3.93253 2.19957
C14 -0.57554 -4.84392 1.18603
C15 -0.32468 -4.36116 -0.08822
C16 -0.33799 -2.99909 -0.30325
N1 -0.57594 -2.11058 0.67627
H7 -0.97372 0.35589 3.25764
H8 -1.66928 -1.95460 3.76655
H9 0.04931 -1.56945 3.58139
H10 -1.00029 -4.25918 3.21333
H11 -0.58703 -5.90629 1.38761
H12 -0.13201 -5.02367 -0.91963
H13 -0.16381 -2.58340 -1.28428
C17 -1.33873 2.64538 -1.08180
N2 -1.02849 2.08462 0.25624
C18 -2.12973 2.50891 1.15636
C19 0.22019 2.79199 0.72144
C20 0.82509 2.22727 1.98545
C21 0.42246 2.80651 3.18561
C22 0.72793 2.24125 4.41658
C23 1.45155 1.06104 4.44741
C24 1.91017 0.50148 3.26175
C25 1.63414 1.07575 2.01867
H14 -1.37823 3.73641 -1.01748
H15 -2.30379 2.27098 -1.41463
H16 -0.57574 2.34201 -1.79375
H17 -2.22589 3.59837 1.13115
H18 -1.92192 2.19856 2.17684
H19 -3.06136 2.05975 0.82961
H20 -0.07456 3.82796 0.91425
H21 0.90574 2.81644 -0.11836
H22 -0.17341 3.71098 3.14849
H23 0.40855 2.72028 5.33223
H24 1.71012 0.59936 5.39170
H25 2.55808 -0.36263 3.31988
N3 6.07193 -1.39097 -2.60112
C26 5.27525 -0.98260 -1.88182
C27 4.27520 -0.47217 -0.98429
C28 3.55546 -1.34407 -0.17026
C29 2.63975 -0.84002 0.73198
C30 2.38551 0.53239 0.84229
C31 3.07982 1.38146 -0.02425
C32 4.02050 0.89247 -0.91531
H26 3.71787 -2.41080 -0.24337
H27 2.07106 -1.54365 1.32749
H28 2.91890 2.44822 -0.02661
H29 4.55743 1.57534 -1.55939


# 2
# C26H74N10O8

A cluster of 8 separate species, C26H74N10O8 in total in a non-equilibrium geometry (ωB97M-V/def2-TZVPD, OMol25).

HOMO = -9.204 eV
energy above the lowest of the compared OMol25 structures with the same formula, charge and spin = 128.7 kcal per mole
structure (SMILES) = COC[C@H](C)N.COC[C@H](C)N.COC[C@H](C)N.COC[C@H](C)N.COC[C@H](C)N.COC[C@H](C)N.NC(N)=O.NC(N)=O
charge = 0
orbital gap = 9.47 eV
electronic energy = -59437.35435 eV

CARTESIAN COORDINATES (ANGSTROEM)
C1 5.49479 -3.69201 3.28183
O1 5.98483 -2.57845 2.58518
C2 7.20055 -2.05311 3.21701
C3 7.89216 -0.97483 2.34744
C4 9.19254 -0.26902 2.73714
N1 6.98477 0.14751 1.99885
H1 4.47454 -3.91656 2.97079
H2 5.47574 -3.64974 4.37085
H3 6.10001 -4.52967 2.93521
H4 7.06302 -1.57631 4.18750
H5 7.82589 -2.91334 3.45585
H6 8.04115 -1.42897 1.36782
H7 9.14176 0.61389 3.37432
H8 9.86024 0.02446 1.92712
H9 9.73723 -0.93556 3.40582
H10 6.27485 -0.11770 1.33119
H11 7.56080 0.72426 1.40249
C5 -0.07826 -0.90600 6.47990
O2 -0.05132 -0.26779 5.22557
C6 -1.09542 -0.71486 4.36867
C7 -0.96060 -0.04734 2.93572
C8 -1.78041 -0.82594 1.95050
N2 0.44190 -0.09547 2.46499
H12 0.28145 -0.15449 7.18272
H13 0.66715 -1.68645 6.63270
H14 -1.03604 -1.18100 6.92163
H15 -0.85202 -1.76493 4.20668
H16 -2.07635 -0.65530 4.84018
H17 -1.17028 1.02229 2.93785
H18 -1.44445 -1.85863 1.85677
H19 -1.75830 -0.38951 0.95194
H20 -2.83828 -0.92797 2.19258
H21 0.90970 0.47187 3.15737
H22 0.81314 -0.98708 2.76049
C9 -5.30500 -1.69805 -5.94988
O3 -4.89724 -1.64935 -7.28139
C10 -3.51583 -1.15052 -7.41124
C11 -3.15787 -0.69406 -8.82127
C12 -3.39811 -1.65174 -10.01874
N3 -1.78593 -0.17465 -8.88335
H23 -4.80384 -2.38008 -5.26303
H24 -6.35800 -1.97594 -5.90434
H25 -5.29766 -0.74708 -5.41724
H26 -3.37781 -0.29849 -6.74559
H27 -2.81178 -1.94609 -7.16738
H28 -3.83622 0.15445 -8.91065
H29 -4.43674 -1.93239 -10.19366
H30 -2.83681 -2.58568 -9.99039
H31 -3.11655 -1.11164 -10.92268
H32 -1.58878 0.52219 -8.17932
H33 -1.73855 0.40716 -9.70758
C13 3.86308 7.24814 2.90575
O4 4.17979 7.44216 4.29701
C14 4.82529 6.31863 4.91987
C15 3.89194 5.30230 5.59294
C16 3.28814 5.70548 6.86478
N4 4.53502 4.00243 5.74456
H34 4.66733 7.01617 2.20757
H35 3.26780 8.06545 2.49861
H36 3.24633 6.35786 2.78280
H37 5.41064 5.78721 4.16950
H38 5.59271 6.71231 5.58635
H39 3.07394 5.33394 4.87323
H40 4.00607 5.81510 7.67759
H41 2.66551 4.85950 7.15590
H42 2.63888 6.53422 6.58236
H43 5.07454 3.81177 4.91229
H44 3.89383 3.22247 5.76983
C17 -9.49112 2.67130 0.04382
O5 -8.53037 3.45902 -0.65196
C18 -8.98443 4.69506 -1.23467
C19 -7.86955 5.53717 -1.87410
C20 -6.96354 4.73231 -2.78658
N5 -7.11950 6.05927 -0.73403
H45 -9.88512 2.97760 1.01287
H46 -9.06666 1.68585 0.23572
H47 -10.39665 2.45503 -0.52305
H48 -9.76934 4.51329 -1.96882
H49 -9.53474 5.34195 -0.55145
H50 -8.33583 6.40437 -2.34171
H51 -7.51930 4.31562 -3.62658
H52 -6.63998 3.78754 -2.34975
H53 -6.09495 5.25067 -3.19272
H54 -6.87636 5.20694 -0.24976
H55 -7.76038 6.63122 -0.20276
C21 -1.95404 -8.04160 -4.31806
O6 -3.16211 -8.46259 -4.84412
C22 -3.09580 -8.26079 -6.31136
C23 -4.39442 -8.89568 -6.98753
C24 -4.13459 -9.06953 -8.47537
N6 -5.58727 -8.06887 -6.77311
H56 -1.89589 -8.06120 -3.22979
H57 -1.71601 -7.03823 -4.67114
H58 -1.12725 -8.62029 -4.72993
H59 -2.99330 -7.22568 -6.63713
H60 -2.23505 -8.77095 -6.74375
H61 -4.65451 -9.86218 -6.55590
H62 -3.98851 -8.16787 -9.07016
H63 -4.98235 -9.53267 -8.98026
H64 -3.25385 -9.68811 -8.64792
H65 -5.29089 -7.15104 -7.07284
H66 -5.81410 -7.83632 -5.81677
N7 1.46906 3.54131 -3.10786
C25 2.19305 3.01902 -4.07403
N8 2.63671 1.84917 -3.62480
O7 2.51969 3.47950 -5.14163
H67 1.21271 4.51568 -3.03716
H68 1.36060 2.95171 -2.29503
H69 3.08091 1.22953 -4.28724
H70 2.39012 1.58477 -2.68172
N9 8.69300 -0.05577 13.12730
C26 8.70658 0.57331 11.97064
N10 7.63641 0.29920 11.31626
O8 9.54288 1.35522 11.56869
H71 7.84798 -0.51828 13.43081
H72 9.36456 0.29022 13.79766
H73 7.36838 0.71423 10.43535
H74 6.96071 -0.32874 11.72763


# 3
# C5H7OP

A cluster of 2 separate species, C5H7OP in total in a non-equilibrium geometry (ωB97M-V/def2-TZVPD, OMol25).

spin multiplicity = 3
HOMO (alpha / beta) = -5.181 / -8.211 eV
energy above the lowest of the compared OMol25 structures with the same formula, charge and spin = 138.3 kcal per mole
charge = 0
orbital gap (alpha / beta) = 5.87 / 4.34 eV
electronic energy = -16625.55592 eV

CARTESIAN COORDINATES (ANGSTROEM)
C1 -1.77441 1.26682 -0.25758
C2 -0.36430 0.99792 -0.53270
C3 -2.47788 0.10259 0.11650
C4 -0.02859 -0.31518 -0.53369
C5 2.06351 -0.99375 -0.28528
O1 2.77324 0.16345 -0.07713
P1 -1.43500 -1.33704 -0.15590
H1 -2.16053 2.28955 -0.17012
H2 0.24268 1.85698 -0.77382
H3 -3.58722 0.06004 0.03873
H4 2.41491 -1.51248 -1.17635
H5 1.70277 -1.56200 0.55158
H6 2.06985 0.69925 0.45451
H7 -0.79722 -1.28916 1.16167


# 4
# C16H10IrN2O7

A structure of composition C16H10IrN2O7 in a non-equilibrium geometry (ωB97M-V/def2-TZVPD, OMol25).

spin multiplicity = 2
HOMO (alpha / beta) = -7.871 / -7.772 eV
energy above the lowest of the compared OMol25 structures with the same formula, charge and spin = 42.6 kcal per mole
charge = 0
orbital gap (alpha / beta) = 4.83 / 4.72 eV
electronic energy = -36901.93112 eV

CARTESIAN COORDINATES (ANGSTROEM)
Ir1 -0.82544 -0.22783 -0.92964
O1 -0.67639 -1.75506 0.33563
C1 0.03622 -1.98578 1.38584
C2 0.24676 -3.34222 1.74044
C3 0.89334 -3.69994 2.89333
C4 1.35881 -2.71664 3.76380
C5 1.23095 -1.39062 3.41972
C6 0.59937 -0.98431 2.23893
C7 0.55847 0.41643 1.89459
N1 0.10228 0.94892 0.76505
C8 0.29233 2.29136 0.83141
C9 0.86846 2.59828 2.02503
N2 1.02788 1.41540 2.68591
H1 -0.12652 -4.07591 1.04355
H2 1.05708 -4.74006 3.12640
H3 1.83682 -2.98660 4.69159
H4 1.65571 -0.64996 4.07902
H5 -0.00242 2.93233 0.02638
H6 1.16953 3.53729 2.43626
H7 1.43927 1.30479 3.59745
O2 1.87407 2.84332 -5.74158
C10 1.43893 2.19120 -4.83421
C11 1.92134 0.91334 -4.27738
O3 2.91823 0.32294 -4.70458
C12 1.00147 0.54695 -3.19892
C13 -0.06729 1.53815 -3.08420
O4 -1.01381 1.36397 -2.21888
C14 0.13804 2.61064 -3.97437
O5 -0.39289 3.68238 -4.16986
O6 1.05652 -0.42130 -2.43043
C15 -3.77995 -0.24263 -0.17582
C16 -2.78187 -0.62391 -1.22608
O7 -3.00582 -1.17944 -2.25490
H8 -4.76827 -0.60644 -0.45710
H9 -3.79933 0.84080 -0.08149
H10 -3.48187 -0.66983 0.77911


# 5
# C2H3N3O

A cluster of 2 separate species, C2H3N3O in total in a non-equilibrium geometry (ωB97M-V/def2-TZVPD, OMol25).

HOMO = -9.285 eV
energy above the lowest of the compared OMol25 structures with the same formula, charge and spin = 92.4 kcal per mole
charge = 0
orbital gap = 9.53 eV
electronic energy = -8636.48955 eV

CARTESIAN COORDINATES (ANGSTROEM)
C1 -0.62820 1.22329 -0.00550
C2 -1.40673 -0.02753 -1.44019
N1 -2.03863 0.58834 -2.53852
N2 -0.86565 0.19178 -2.73043
N3 0.51402 0.68132 0.41870
O1 -1.26017 2.20288 0.34295
H1 -1.93490 -0.96010 -1.15791
H2 0.61409 -0.18772 -0.00614
H3 0.86976 0.90813 1.32015


# 6
# C4H4N2S

A structure of composition C4H4N2S in a non-equilibrium geometry (ωB97M-V/def2-TZVPD, OMol25).

HOMO = -8.477 eV
energy above the lowest of the compared OMol25 structures with the same formula, charge and spin = 59.3 kcal per mole
charge = 0
orbital gap = 7.95 eV
electronic energy = -18025.66710 eV

CARTESIAN COORDINATES (ANGSTROEM)
C1 -1.08728 0.77273 -0.48556
C2 -0.14149 0.25789 -1.39856
C3 1.23852 -0.90167 0.05444
C4 -0.91135 0.56437 0.79776
N1 1.00112 -0.41469 -1.09829
N2 0.47749 -0.76969 1.06658
S1 -1.48265 0.94787 2.18230
H1 -1.88138 1.45941 -0.78840
H2 -0.15408 0.61921 -2.45111
H3 2.24079 -1.34923 0.20733
H4 0.70031 -1.18619 1.91352